Record 1
DFT (ωB97M-V/def2-TZVPD) results for 7 unconnected molecules or ions with the total composition C36H65N9O2S at a distorted geometry.

```
113
Properties=species:S:1:pos:R:3:forces:R:3
C 5.5207 2.9281 2.1824 0.15 0.56 1.14
O 5.0748 3.7484 1.0772 0.06 -2.14 -0.05
C 4.4474 2.9748 0.0278 -0.38 0.13 -1.06
C 2.8371 3.0985 0.0553 0.39 0.35 0.57
N 2.4504 3.8640 -1.1720 -0.12 -0.68 0.75
C 2.3169 3.8113 1.4290 -1.29 -1.11 -0.92
C 0.7250 3.5513 1.4671 -0.01 0.47 -0.99
C -0.1041 4.6118 2.3420 -0.42 -0.97 0.13
C -0.8891 5.7201 1.4698 0.43 0.47 1.30
C -2.4553 5.4357 1.2827 -0.27 0.39 -1.46
C -2.8074 4.5776 -0.0532 1.37 0.07 0.43
C -2.3121 3.0764 0.2178 0.77 -0.36 0.31
S -3.6055 1.7731 -0.1448 1.04 -1.33 0.17
C -2.6814 0.1901 0.2082 0.19 -0.61 -1.00
N -2.6142 -1.0197 -0.5377 1.07 4.52 4.68
N -1.7399 -1.7739 0.2261 1.69 1.92 3.96
C -1.2977 -1.0572 1.3706 -2.20 -0.53 -3.73
O -1.8989 0.2313 1.3948 -0.40 -3.10 -2.78
H 5.0584 3.3781 3.1380 0.71 -0.82 -1.30
H 5.2304 1.8282 2.1114 0.23 1.46 -0.09
H 6.6550 2.9956 2.2918 -1.42 -0.10 -0.26
H 4.8129 3.4166 -0.9724 -0.65 -0.66 1.55
H 4.7428 1.8648 0.0198 -0.20 1.58 0.32
H 2.3592 2.0471 0.0027 0.75 1.66 -0.03
H 1.4854 3.6726 -1.4637 0.59 0.40 0.27
H 2.6285 4.8667 -1.0393 -0.35 -0.61 -0.10
H 2.4830 4.9379 1.3702 0.13 -1.54 0.28
H 2.7787 3.3064 2.3389 -0.38 1.02 -1.10
H 0.3680 3.6851 0.3743 0.51 -0.28 1.72
H 0.4966 2.4556 1.7271 0.38 1.60 -0.15
H -0.9171 4.0404 2.9351 1.36 0.90 -0.72
H 0.6162 5.0536 3.1134 -1.11 -0.32 -1.10
H -0.3212 5.9032 0.4978 -0.95 -0.30 1.04
H -0.8101 6.7024 2.0726 -0.18 -1.43 -1.01
H -2.8682 4.8851 2.1907 0.43 0.95 -1.07
H -2.9821 6.4515 1.1242 0.74 -1.59 0.63
H -2.1330 5.0118 -0.8823 -1.27 -0.71 1.06
H -3.8936 4.6768 -0.3802 1.37 -0.26 0.62
H -2.0763 2.9764 1.3383 -0.15 0.08 -1.85
H -1.4000 2.7843 -0.4255 -1.48 0.58 1.13
H -0.5732 -1.3283 2.1963 -1.17 0.27 -1.42
C -7.0657 5.6744 -0.0166 0.00 -0.09 0.00
C -7.8664 6.9726 -0.0335 -0.07 -0.36 0.02
C -6.9802 8.2178 -0.1176 0.27 -0.13 0.78
C -6.0704 8.2781 1.0748 1.65 0.34 1.87
N -5.3549 8.3219 2.0105 -2.15 -0.18 -2.81
H -6.4180 5.6118 0.8618 -0.04 0.04 -0.05
H -7.7380 4.8139 0.0148 0.08 0.06 -0.01
H -6.4420 5.5870 -0.9121 -0.04 0.00 0.05
H -8.4857 7.0187 0.8678 0.05 0.10 -0.10
H -8.5461 6.9602 -0.8906 0.05 0.14 0.06
H -7.5983 9.1189 -0.1402 0.18 0.00 0.08
H -6.3757 8.1987 -1.0285 0.05 0.02 0.15
C -0.2863 -2.2644 -3.7371 0.07 -0.03 0.09
C -0.8146 -1.6029 -5.0053 -0.10 -0.34 0.20
C -0.2201 -0.2126 -5.2413 -0.39 0.30 0.63
C -0.5673 0.6905 -4.0944 -0.40 1.70 1.79
N -0.8379 1.3956 -3.1900 0.80 -2.07 -2.59
H -0.5538 -1.6940 -2.8433 -0.03 0.00 -0.07
H -0.7138 -3.2638 -3.6236 0.04 0.07 0.00
H 0.8027 -2.3615 -3.7710 -0.24 0.04 -0.05
H -1.9054 -1.5344 -4.9417 0.10 0.09 -0.10
H -0.5821 -2.2407 -5.8632 0.01 0.17 -0.02
H -0.6174 0.2149 -6.1654 0.05 0.13 0.16
H 0.8677 -0.2703 -5.3349 -0.08 0.08 0.11
C -5.6036 0.7391 5.6054 -0.01 -0.05 0.09
C -5.7865 0.1932 4.1930 -0.03 -0.10 0.34
C -5.5439 1.2478 3.1109 -0.73 0.37 0.25
C -6.5168 2.3798 3.2734 -1.49 2.05 0.01
N -7.2809 3.2690 3.4014 2.29 -2.72 -0.37
H -6.3223 1.5321 5.8270 0.08 -0.01 -0.07
H -5.7578 -0.0534 6.3417 0.06 0.07 -0.04
H -4.5948 1.1401 5.7431 -0.08 -0.01 0.01
H -6.7998 -0.2098 4.0972 0.11 0.03 -0.11
H -5.0934 -0.6395 4.0411 -0.05 0.08 -0.13
H -5.6731 0.8059 2.1200 0.00 0.22 0.03
H -4.5249 1.6388 3.1769 -0.12 0.08 -0.05
C 5.3178 -4.1009 -1.2215 0.14 -0.02 0.50
C 4.1594 -3.2381 -0.7307 0.63 0.12 0.05
C 2.8505 -3.5358 -1.4519 0.09 0.26 -0.72
C 2.9961 -3.2703 -2.9219 0.15 0.36 -2.45
N 3.1119 -3.0618 -4.0778 -0.26 -0.68 3.49
H 5.5406 -3.9157 -2.2755 -0.08 -0.07 0.04
H 6.2254 -3.8761 -0.6536 -0.04 0.08 -0.03
H 5.0921 -5.1689 -1.0990 0.27 0.86 0.10
H 4.4275 -2.1836 -0.8573 -0.20 -0.01 0.04
H 4.0163 -3.4072 0.3404 -0.16 0.03 -0.10
H 2.0512 -2.9044 -1.0545 -0.06 -0.09 -0.21
H 2.5642 -4.5805 -1.3034 -0.01 0.09 -0.09
C 4.8509 -7.8487 2.5816 0.02 -0.08 0.00
C 5.3489 -6.4079 2.5419 0.16 -0.33 -0.12
C 4.2791 -5.3963 2.9600 -0.43 -0.16 -0.69
C 3.1050 -5.4809 2.0287 -2.52 0.01 -1.68
N 2.1760 -5.5519 1.2978 3.23 0.25 2.44
H 4.0291 -8.0104 1.8795 0.03 0.06 0.07
H 5.6539 -8.5356 2.3045 -0.07 0.05 0.06
H 4.5048 -8.1166 3.5847 0.01 -0.01 -0.08
H 5.6979 -6.1812 1.5294 -0.04 0.10 0.11
H 6.2109 -6.3111 3.2085 -0.10 0.13 -0.03
H 4.6871 -4.3827 2.9281 -0.19 -0.03 -0.04
H 3.9410 -5.5935 3.9809 -0.10 0.02 -0.13
C 2.8482 -9.2199 -4.2409 -0.04 -0.09 -0.01
C 2.0732 -7.9064 -4.2560 -0.04 -0.37 0.05
C 2.9838 -6.6778 -4.3180 0.20 -0.12 0.77
C 3.8797 -6.6445 -3.1141 1.63 0.27 1.87
N 4.5837 -6.6172 -2.1676 -2.51 -1.10 -3.34
H 3.4835 -9.3028 -3.3554 -0.01 0.06 -0.08
H 2.1588 -10.0675 -4.2258 0.07 0.06 -0.04
H 3.4812 -9.3119 -5.1288 -0.03 -0.02 0.08
H 1.4434 -7.8561 -3.3621 0.04 0.11 -0.10
H 1.4044 -7.8982 -5.1215 0.06 0.15 0.06
H 2.3835 -5.7647 -4.3403 0.23 0.03 0.06
H 3.5994 -6.7002 -5.2212 0.06 0.05 0.16
```
Forces are in eV/Å.

As for the molecular weight: 688.0 g/mol. The LUMO energy is 0.24 eV. The value obtained for the HOMO-LUMO gap is 9.13 eV. The total charge is 0. For the HOMO energy, the calculation gives -8.893 eV. Its largest force on an atom is 6.6 eV/A. The SMILES is COC[C@H](N)CCCCCCCSc1nnco1.CCCC#N.CCCC#N.CCCC#N.CCCC#N.CCCC#N.CCCC#N.

Atomic partial charges in e from the Mulliken method, atoms 1 to 6:
1 C -0.659
2 O -0.365
3 C -0.582
4 C 0.193
5 N -0.680
6 C -0.361



Record 2
DFT (ωB97M-V/def2-TZVPD) results for C12H11BO3 in the gas phase at a distorted geometry.

```
27
Properties=species:S:1:pos:R:3:forces:R:3
O 4.4091 0.7249 2.8415 1.39 -0.01 -0.80
O 4.6999 0.5797 0.3324 0.32 0.28 2.68
O -1.6978 -0.3341 0.8088 0.84 0.28 -0.38
B 3.9511 0.5925 1.5392 -1.10 0.22 -0.50
C -3.4506 -0.4559 -2.9590 -0.18 -1.15 -0.84
C -2.1737 -0.9584 -2.7501 -0.38 -0.03 -0.99
C -4.1642 0.0817 -1.9100 -0.54 -0.12 0.16
C -1.5853 -0.8973 -1.5174 0.44 -0.01 -0.22
C -3.5681 0.1625 -0.6696 1.50 -0.43 0.67
C 0.3063 -0.4885 2.1227 -0.97 -0.33 0.09
C 0.4599 0.5780 -0.0004 -0.91 -0.10 0.15
C 1.6244 -0.1820 2.3528 -0.17 -0.25 0.15
C 1.7858 0.8556 0.2427 -1.15 -0.01 -0.47
C -2.2439 -0.3165 -0.4737 -1.29 0.35 0.64
C -0.3077 -0.1236 0.9367 -0.26 0.70 -0.34
C 2.3753 0.4691 1.4057 2.34 -0.19 0.35
H 5.3812 0.8171 2.9540 -0.95 -0.15 -0.07
H 5.6099 0.7188 0.6638 -0.21 -0.11 -0.93
H -3.9556 -0.7403 -3.8887 0.21 0.62 0.19
H -1.6495 -1.4518 -3.5662 -0.10 0.10 0.13
H -5.2291 0.3181 -2.0327 0.57 0.12 0.08
H -0.6074 -1.2929 -1.3793 0.55 -0.34 0.12
H -4.1042 0.4885 0.1913 -0.32 0.37 0.46
H -0.2797 -1.0091 2.8572 -0.16 -0.14 0.27
H -0.0021 0.9208 -0.9017 -0.13 0.20 -0.37
H 2.0876 -0.4773 3.2686 0.15 -0.20 0.51
H 2.3284 1.4205 -0.4686 0.52 0.31 -0.74
```
Forces are in eV/Å.

As for the molecular weight: 214.0 g/mol. The LUMO energy is 0.17 eV. The value obtained for the HOMO-LUMO gap is 8.55 eV. The total charge is 0. For the HOMO energy, the calculation gives -8.377 eV. Its largest force on an atom is 2.7 eV/A. The SMILES is OB(O)c1ccc(Oc2ccccc2)cc1.

Atomic partial charges in e from the natural (NBO) method, atoms 1 to 6:
1 O -0.888
2 O -0.869
3 O -0.484
4 B 1.107
5 C -0.237
6 C -0.179



Record 3
DFT (ωB97M-V/def2-TZVPD) results for C5H12N2 in the gas phase at a distorted geometry.

```
19
Properties=species:S:1:pos:R:3:forces:R:3
C -1.1019 0.1849 -0.1891 -0.78 -0.63 0.18
C 1.7552 -1.2419 0.3084 -0.29 0.34 0.01
C -1.4527 -1.1866 0.3057 0.27 0.36 -0.06
C -2.1863 1.2201 -0.0813 0.35 -0.18 0.04
C 1.3963 0.1766 0.0030 -0.21 0.06 0.29
N 2.4941 1.0148 -0.3165 -0.05 0.28 0.05
N 0.1682 0.6612 -0.1316 0.31 0.30 -1.29
H 0.1208 1.5938 -0.5607 0.53 -0.30 0.61
H 3.1262 0.6024 -0.9952 -0.11 0.05 -0.07
H 2.2110 1.9380 -0.6262 0.18 -0.11 0.00
H 1.0819 -1.6770 1.0403 0.00 -0.10 0.02
H 1.7362 -1.8728 -0.5880 0.01 -0.04 -0.05
H 2.7666 -1.2565 0.7117 0.00 -0.03 0.04
H -0.8110 -1.9499 -0.1279 0.00 -0.16 0.03
H -2.4337 1.4619 0.9611 -0.12 0.11 0.11
H -1.8954 2.1473 -0.5772 -0.06 0.17 -0.03
H -1.3958 -1.2691 1.3992 -0.01 -0.11 0.17
H -2.4804 -1.4090 0.0213 0.00 -0.03 -0.02
H -3.0993 0.8620 -0.5569 -0.02 0.04 -0.03
```
Forces are in eV/Å.

As for the molecular weight: 100.2 g/mol. The LUMO energy (spin up / spin down) is 0.89 / 0.88 eV. The value obtained for the HOMO-LUMO gap (spin up / spin down) is 6.30 / 6.36 eV. The total charge is 0. For the HOMO energy (spin up / spin down), the calculation gives -5.411 / -5.478 eV. Its largest force on an atom is 1.4 eV/A.

Atomic partial charges in e from the natural (NBO) method, atoms 1 to 6:
1 C -0.053
2 C -0.663
3 C -0.647
4 C -0.625
5 C 0.245
6 N -0.827



Record 4
DFT (ωB97M-V/def2-TZVPD) results for a molecular structure, C4H5Br2NO at a distorted geometry.

```
13
Properties=species:S:1:pos:R:3:forces:R:3
C -0.4715 -2.4022 0.5108 2.06 2.58 -2.06
C 1.0555 0.7476 -1.0669 -0.26 -2.12 -0.30
C -0.1777 -0.0191 -0.3175 1.56 -0.41 -1.43
C -0.6653 0.5335 0.9214 1.06 1.31 2.97
N 0.0299 -1.4329 -0.0315 -0.02 -0.63 -0.48
O -0.7057 -3.4621 0.8927 -0.96 -1.38 1.01
Br 0.4124 2.4051 -1.7686 -0.47 0.31 -0.27
Br 2.4917 1.2037 0.1677 0.01 -0.59 -0.28
H 1.4274 0.1542 -2.0110 -0.51 0.99 2.29
H -0.9657 0.1646 -1.0148 -0.58 -0.62 -0.97
H -1.0686 1.4932 0.8460 -0.64 1.81 -0.63
H 0.1547 0.6991 1.7063 -1.31 -1.05 -0.78
H -1.5171 -0.0847 1.1654 0.07 -0.20 0.94
```
Forces are in eV/Å.

As for the molecular weight: 242.9 g/mol. The LUMO energy is 0.43 eV. The value obtained for the HOMO-LUMO gap is 10.73 eV. The total charge is 0. For the HOMO energy, the calculation gives -10.301 eV. Its largest force on an atom is 3.9 eV/A.

Atomic partial charges in e from the natural (NBO) method, atoms 1 to 6:
1 C 0.864
2 C -0.368
3 C -0.065
4 C -0.628
5 N -0.568
6 O -0.497



Record 5
DFT (ωB97M-V/def2-TZVPD) results for C3H3FOS2 in the gas phase.

```
10
Properties=species:S:1:pos:R:3:forces:R:3
C 1.5819 0.1225 -0.1825 0.22 0.40 0.02
C -0.8959 0.7056 0.1695 0.36 0.20 0.00
C -0.5499 -0.7549 -0.1077 -0.92 0.08 0.06
O 0.7454 -0.8613 -0.5733 0.18 -0.23 -0.23
F -0.6576 -1.4720 1.0588 0.09 -0.04 0.17
S 3.1771 0.0307 -0.3857 -0.01 0.05 0.06
S 0.7145 1.4935 0.4945 -0.10 -0.45 -0.09
H -1.3614 1.1837 -0.6910 -0.04 -0.10 0.02
H -1.5347 0.7925 1.0458 -0.03 -0.09 -0.09
H -1.2194 -1.2403 -0.8286 0.25 0.18 0.08
```
Forces are in eV/Å.

As for the molecular weight: 138.2 g/mol. The LUMO energy is 0.21 eV. The value obtained for the HOMO-LUMO gap is 9.29 eV. The total charge is 0. For the HOMO energy, the calculation gives -9.077 eV. Its largest force on an atom is 0.9 eV/A. The SMILES is F[C@H]1CSC(=S)O1.

Atomic partial charges in e from the natural (NBO) method, atoms 1 to 6:
1 C -0.021
2 C -0.594
3 C 0.457
4 O -0.481
5 F -0.349
6 S 0.003